[1]
Formula: C6H10
Source: the Open Molecules 2025 dataset
Level of theory: ωB97M-V with the def2-TZVPD basis set

Last column: Löwdin charge in e.
Geometry (Å):
C 0.54 2.24 -0.82  0.02
C 0.54 0.86 -0.64  -0.40
C 1.71 0.01 -0.99  -0.12
C -0.67 0.32 0.13  -0.11
C -0.68 -0.89 0.57  -0.25
C -1.71 -1.54 1.38  -0.12
H -0.20 2.95 -0.29  0.09
H 1.40 2.50 -1.44  0.04
H 2.31 0.53 -1.90  0.11
H 1.38 -1.10 -1.18  0.08
H 2.51 -0.08 -0.05  0.14
H -1.62 1.00 0.07  0.14
H 0.21 -1.44 0.35  0.08
H -1.13 -1.93 2.33  0.11
H -2.62 -0.88 1.55  0.10
H -1.97 -2.54 0.93  0.08

- gap between HOMO and LUMO (eV) = 9.46
- relative energy (zero: lowest compared OMol25 entry of this formula, charge and spin) (eV) = 2.311
- F_max (eV/Å) = 4.12
- net charge = 0
- E_HOMO (hartree) = -0.309
- 2S+1 = 1

***

[2]
Formula: C4H9NO2
Source: the Open Molecules 2025 dataset
Level of theory: ωB97M-V with the def2-TZVPD basis set

Last column: Mulliken spin population.
Geometry (Å):
C -1.43 0.77 0.13  0.03
N -0.03 0.44 0.54  0.79
C 0.71 1.76 0.61  0.00
C 0.63 -0.55 -0.29  0.02
C 0.22 -1.96 -0.05  0.00
O 0.37 -2.69 -1.17  0.00
O -0.01 -2.45 1.02  0.00
H -1.31 0.95 -0.94  0.02
H -1.75 1.69 0.64  0.00
H -2.08 -0.04 0.46  0.01
H 1.76 1.50 0.42  0.00
H 0.40 2.46 -0.27  0.05
H 0.43 2.36 1.48  0.02
H 1.72 -0.47 -0.26  0.00
H 0.53 -0.26 -1.35  0.05
H -0.16 -3.50 -0.96  0.00

- gap between HOMO and LUMO (spin up / spin down) (eV) = 12.09 / 7.01
- relative energy (zero: lowest compared OMol25 entry of this formula, charge and spin) (eV) = 1.509
- F_max (eV/Å) = 4.25
- net charge = +1
- E_HOMO (spin up / spin down) (hartree) = -0.560 / -0.560
- 2S+1 = 2

***

[3]
Formula: C3H5CsO4
Source: the Open Molecules 2025 dataset
Level of theory: ωB97M-V with the def2-TZVPD basis set

Last column: Löwdin charge in e.
Geometry (Å):
O 0.22 1.78 1.24  0.07
C 0.72 0.63 0.86  -0.61
C -0.33 2.49 0.11  -0.09
O 1.00 -0.27 1.62  0.12
O 0.65 0.47 -0.45  0.07
C -0.21 1.47 -1.03  -0.09
Cs 1.12 -4.72 2.20  0.91
H 0.28 3.39 -0.05  0.13
H -1.36 2.78 0.34  0.13
H 0.24 1.88 -1.94  0.13
H -1.18 0.96 -1.30  0.15
O -0.19 -5.25 -0.58  -0.72
H -0.96 -5.60 -1.02  -0.20

- gap between HOMO and LUMO (eV) = 5.73
- relative energy (zero: lowest compared OMol25 entry of this formula, charge and spin) (eV) = 1.836
- F_max (eV/Å) = 3.23
- net charge = 0
- E_HOMO (hartree) = -0.225
- 2S+1 = 1

***

[4]
Formula: H3INPS
Source: the Open Molecules 2025 dataset
Level of theory: ωB97M-V with the def2-TZVPD basis set

Last column: Löwdin charge in e.
Geometry (Å):
N -1.15 0.84 -0.06  -0.49
S 0.31 0.38 0.25  0.19
P 0.79 -1.93 -0.87  0.47
I 1.75 2.36 1.65  0.09
H -1.20 0.84 -1.19  0.04
H 0.05 -0.10 1.49  -0.08
H -0.56 -2.39 -1.28  -0.22

- gap between HOMO and LUMO (spin up / spin down) (eV) = 6.16 / 6.07
- relative energy (zero: lowest compared OMol25 entry of this formula, charge and spin) (eV) = 3.735
- F_max (eV/Å) = 3.76
- net charge = 0
- E_HOMO (spin up / spin down) (hartree) = -0.313 / -0.331
- 2S+1 = 1